[1]
22
Properties=species:S:1:pos:R:3:nbo_charge:R:1 method="wB97M-V/def2-TZVPD" e_above_lowest_kcal_mol=106.40 energy_ev=-15529.39462 orbital_gap_ev=6.767 e_homo_ev=-7.74 lumo_ha=-0.03562 max_force_ev_per_a=6.32 smiles="O=C1C=CC(O)=N1.CCC=C=N"
O -2.72 0.41 1.54 -0.48
C -1.87 -0.41 1.79 0.63
C -1.42 -0.95 3.13 -0.25
C -0.33 -1.70 2.85 -0.26
C -0.05 -1.55 1.34 0.57
O 0.99 -1.83 0.64 -0.61
N -0.99 -0.90 0.78 -0.55
H -1.89 -0.71 4.04 0.24
H 0.19 -2.46 3.42 0.23
H 1.77 -1.97 1.08 0.49
C 1.63 1.29 -1.12 -0.63
C 0.15 1.53 -0.75 -0.37
C -0.63 0.54 -1.73 -0.44
C -0.01 0.30 -2.85 0.42
N 0.59 0.09 -3.87 -0.66
H 1.79 0.17 -1.20 0.22
H 2.32 1.62 -0.32 0.20
H 1.87 1.86 -1.98 0.21
H -0.06 1.41 0.22 0.20
H -0.27 2.57 -1.01 0.20
H -1.55 0.14 -1.31 0.28
H 0.50 0.56 -4.70 0.37

[2]
115
Properties=species:S:1:pos:R:3:mulliken_charge:R:1 method="wB97M-V/def2-TZVPD" e_above_lowest_kcal_mol=16.75 energy_ev=-443403.43485 s2=0.7568 multiplicity=2 orbital_gap_ev="5.315 / 4.542" e_homo_ev="-1.88 / -1.88" total_charge=-2 lumo_ha="0.12624 / 0.09785" max_force_ev_per_a=1.43
Cs -0.34 -0.20 -1.00 1.42
N -1.21 2.62 -2.65 0.11
C -2.50 3.19 -2.30 -1.07
C -2.79 3.02 -0.81 -0.98
N -2.81 1.64 -0.34 1.02
C -3.87 0.87 -0.98 -0.02
C -3.42 0.08 -2.21 -0.60
N -2.89 -1.22 -1.84 -0.10
C -2.92 1.60 1.11 0.25
C -1.65 2.02 1.86 -0.87
N -0.66 0.98 1.83 0.01
H -0.45 3.24 -2.38 -0.21
H -1.17 2.49 -3.66 0.10
H -3.26 2.70 -2.91 0.31
H -2.56 4.28 -2.51 0.57
H -3.75 3.53 -0.58 0.19
H -2.00 3.54 -0.27 0.47
H -4.71 1.53 -1.26 0.30
H -4.25 0.13 -0.26 -0.36
H -2.64 0.63 -2.74 0.11
H -4.28 0.00 -2.90 0.23
H -2.54 -1.68 -2.68 0.00
H -3.65 -1.81 -1.50 0.02
H -3.12 0.57 1.40 -0.72
H -3.75 2.24 1.46 0.20
H -1.96 2.29 2.89 0.43
H -1.21 2.91 1.42 0.32
H -0.95 0.20 2.42 -0.25
H 0.22 1.33 2.21 0.16
Se 1.57 -2.98 -5.18 -0.42
Se -0.23 -1.82 -4.50 0.06
Se -0.06 0.28 -5.56 -0.06
Se -2.16 1.12 -5.78 -0.65
C 4.03 5.15 0.32 -1.21
Si 2.94 3.56 0.20 -0.32
C 1.16 4.24 -0.05 -0.40
C 2.93 2.83 1.98 -0.99
C 3.55 2.35 -1.08 1.56
Si 3.64 2.82 -2.89 0.14
C 3.36 1.36 -4.09 -0.95
C 5.36 3.57 -3.35 -1.21
C 2.38 4.15 -3.44 -1.02
Si 4.67 0.98 -0.50 -0.64
C 5.28 -0.29 -1.80 -1.28
C 6.27 1.67 0.33 -1.42
C 3.91 -0.21 0.80 -0.14
C 4.65 -0.70 1.88 -0.32
C 4.14 -1.68 2.69 -0.90
C 2.87 -2.17 2.42 -0.34
C 2.18 -1.61 1.35 0.03
N 2.68 -0.67 0.57 0.76
H 3.71 5.85 1.09 0.34
H 4.03 5.68 -0.63 0.28
H 5.06 4.88 0.53 0.30
H 0.88 4.94 0.74 0.45
H 0.44 3.43 -0.05 -0.49
H 1.06 4.77 -0.99 0.45
H 2.25 3.36 2.63 0.46
H 3.92 2.88 2.42 0.33
H 2.64 1.78 1.97 0.00
H 4.27 0.79 -4.27 0.35
H 3.00 1.71 -5.06 0.40
H 2.62 0.67 -3.70 0.11
H 6.16 2.88 -3.09 0.26
H 5.54 4.49 -2.80 0.28
H 5.45 3.79 -4.41 0.35
H 1.39 3.72 -3.52 0.10
H 2.64 4.55 -4.42 0.42
H 2.34 4.99 -2.75 0.28
H 5.87 0.19 -2.57 0.31
H 4.45 -0.79 -2.28 0.32
H 5.90 -1.06 -1.35 0.36
H 6.67 2.47 -0.28 0.29
H 7.05 0.93 0.45 0.38
H 6.05 2.09 1.30 0.36
H 5.64 -0.31 2.07 0.41
H 4.72 -2.09 3.51 0.40
H 2.43 -2.96 3.01 0.38
H 1.19 -1.96 1.11 -0.17
C -2.36 -6.44 1.57 -1.49
Ge -1.53 -4.74 0.79 0.78
C -1.49 -5.24 -1.17 -1.35
C 0.41 -5.03 1.23 -1.32
Ge -2.13 -2.28 1.08 0.27
C -4.14 -2.51 0.89 0.10
C -4.69 -3.47 0.04 -0.35
C -6.04 -3.54 -0.23 -0.71
C -6.90 -2.59 0.31 -0.61
C -6.38 -1.61 1.13 -0.64
C -5.03 -1.58 1.42 -0.19
C -2.09 -2.30 3.12 -0.20
C -3.19 -2.41 3.97 -0.19
C -3.08 -2.22 5.34 -0.64
C -1.85 -1.92 5.90 -0.54
C -0.73 -1.85 5.09 -0.49
C -0.86 -2.02 3.72 -0.52
H -1.95 -7.32 1.07 0.42
H -3.44 -6.44 1.44 0.40
H -2.15 -6.52 2.63 0.38
H -0.88 -6.13 -1.32 0.49
H -1.06 -4.44 -1.77 0.29
H -2.48 -5.45 -1.56 0.39
H 0.70 -6.06 1.03 0.50
H 0.62 -4.82 2.28 0.32
H 1.03 -4.38 0.62 0.34
H -4.03 -4.19 -0.42 0.11
H -6.43 -4.31 -0.88 0.40
H -7.96 -2.63 0.09 0.35
H -7.04 -0.85 1.54 0.39
H -4.65 -0.79 2.06 0.39
H -4.16 -2.65 3.55 0.32
H -3.96 -2.29 5.97 0.38
H -1.76 -1.77 6.97 0.34
H 0.24 -1.65 5.52 0.44
H 0.02 -1.94 3.10 0.37